(1)
Computed, not measured: CH7N2PS2 in the gas phase, with ωB97M-V with the def2-TZVPD basis set.

Values from the calculation:
**Energy relative to the best compared isomer or geometry (same formula, charge and spin)**: 0.0 kcal per mole
**SMILES**: CSP(N)(N)=S
**E_HOMO**: -8.40 eV

CARTESIAN COORDINATES (ANGSTROEM)
C  -0.722  1.834  1.393
N  0.644  -1.539  -0.848
N  1.322  -1.133  1.611
P  0.891  -0.338  0.179
S  2.125  1.154  -0.372
S  -1.061  0.435  0.395
H  -1.559  2.422  1.519
H  0.056  2.350  0.947
H  -0.310  1.437  2.352
H  0.792  -1.346  -1.751
H  1.009  -2.505  -0.567
H  1.460  -0.421  2.302
H  0.756  -2.010  1.904

Mulliken population analysis, charges in e, atoms 1 to 6: number 1, C, carries -0.773; number 2, N, carries -0.515; number 3, N, carries -0.586; number 4, P, carries 0.596; number 5, S, carries -0.438; number 6, S, carries -0.150



(2)
Computed, not measured: 3 unconnected molecules or ions with the total composition C3H8N2O, with ωB97M-V with the def2-TZVPD basis set.

Values from the calculation:
**Energy relative to the best compared isomer or geometry (same formula, charge and spin)**: 155.6 kcal per mole
**E_HOMO**: -9.78 eV

CARTESIAN COORDINATES (ANGSTROEM)
C  -1.385  -0.484  -0.201
C  -1.684  0.943  -0.511
H  -2.594  1.013  -1.122
H  -1.013  -1.059  -1.044
H  -2.182  -1.011  0.318
H  -0.369  -0.894  0.795
H  -1.814  1.541  0.394
H  -0.893  1.391  -1.115
N  2.275  0.250  -0.562
O  1.262  0.277  0.439
C  1.052  -0.814  1.334
N  1.649  -1.529  2.056
H  2.899  1.000  -0.266
H  2.796  -0.625  -0.517

Mulliken population analysis, charges in e, atoms 1 to 6: number 1, C, carries -0.591; number 2, C, carries -0.785; number 3, H, carries 0.332; number 4, H, carries 0.302; number 5, H, carries 0.340; number 6, H, carries 0.062



(3)
Computed, not measured: 14 unconnected molecules or ions with the total composition H28O14, with ωB97M-V with the def2-TZVPD basis set.

Values from the calculation:
**Energy relative to the best compared isomer or geometry (same formula, charge and spin)**: 241.7 kcal per mole
**E_HOMO**: -9.00 eV

CARTESIAN COORDINATES (ANGSTROEM)
H  0.237  -0.004  1.026
H  -0.212  -0.027  -0.443
H  0.587  -3.915  0.055
H  1.104  -4.057  -1.452
H  -2.084  -1.263  -0.418
H  -1.859  -0.050  0.636
H  0.099  1.644  -0.534
H  1.484  1.129  -0.914
H  -3.902  -0.593  -1.964
H  -4.895  -0.096  -0.777
H  5.193  0.377  -2.373
H  3.854  0.756  -2.058
H  -1.233  -2.538  2.732
H  -1.595  -1.178  2.167
H  2.351  2.538  3.218
H  2.736  2.096  1.688
H  -0.798  -1.292  -2.375
H  -1.891  -2.323  -2.659
H  -2.561  3.836  -0.750
H  -2.254  2.524  0.023
H  1.674  3.291  0.087
H  0.883  4.324  0.796
H  -3.281  0.757  1.999
H  -3.242  2.193  2.429
H  1.890  -0.462  -2.190
H  2.597  -1.205  -3.241
H  2.585  -3.959  3.952
H  1.754  -3.696  2.767
O  0.513  0.122  0.126
O  1.071  -3.462  -0.647
O  -1.861  -0.992  0.552
O  0.987  1.969  -0.684
O  -4.836  -0.570  -1.704
O  4.364  0.021  -1.959
O  -1.637  -2.122  2.056
O  2.653  2.841  2.366
O  -1.249  -1.699  -3.052
O  -2.571  2.858  -0.749
O  1.316  4.204  -0.015
O  -2.997  1.589  1.715
O  2.713  -0.384  -2.786
O  2.310  -3.182  3.352

Mulliken population analysis, charges in e, atoms 1 to 6: number 1, H, carries 0.117; number 2, H, carries 0.347; number 3, H, carries 0.291; number 4, H, carries 0.313; number 5, H, carries -0.042; number 6, H, carries 0.381



In order of appearance, largest force on an atom = 5.65; 4.42; 9.10 eV Å⁻¹.
In order of appearance, DFT total energy = -35091.458; -8262.580; -29111.171 eV.
In order of appearance, LUMO level = 0.575; -0.655; -0.575 eV.